Density functional theory data (ωB97M-V with the def2-TZVPD basis set) for an isolated molecule of C5H6N2O5S in a non-equilibrium geometry.

Its structure (SMILES) is [H]/N=C1/C([N+](=O)[O-])=C(C)[C@H](O)S1(=O)=O. As for the molecular weight: 206.2 g mol⁻¹. The total energy comes out at -29329.070 eV. The value obtained for the energy relative to the best compared isomer or geometry (same formula, charge and spin) is 4.546 eV. The value obtained for the largest force on an atom is 6.1 eV/A.

ORCA input file:
```
! wB97M-V def2-TZVPD RIJCOSX def2/J DEFGRID3
* xyz 0 1
C -0.42692 -0.95091 1.21058
C -0.22713 -0.25248 0.02540
C 0.28314 -0.52927 2.41317
C 0.49317 1.04139 0.16498
C -0.53550 -0.63978 -1.35472
N -0.01863 -0.86271 3.55697
N -1.33571 -2.17109 1.24600
O -2.06220 -2.43206 0.29932
O -1.30592 -2.84096 2.27317
O 1.57624 1.78584 2.69105
O 2.62474 0.07110 1.10226
O 1.33672 1.49392 -0.75203
S 1.50735 0.65932 1.72156
H -0.21984 1.94599 0.32538
H 0.36992 -0.74078 -1.76158
H -0.92548 0.16859 -1.94163
H -1.04839 -1.62560 -1.40909
H 0.62850 -0.49000 4.34485
H 2.08279 0.86072 -0.61977
*
```